Entry 1:
52
Properties=species:S:1:pos:R:3:forces:R:3 method="wB97M-V/def2-TZVPD" mol_weight_g_mol=506.883 e_lumo_ev=-17.5 charge=+4 fmax_ha_per_bohr=0.226 multiplicity=1 e_homo_ha=-0.842
Hf 1.4035 0.1003 0.1493 1.748 -0.011 0.934
C 0.3763 1.8787 0.7055 -4.513 10.200 3.184
O -0.1221 2.9233 1.0372 3.955 -7.644 -2.534
C 2.1429 -0.0288 -1.9512 3.797 -0.402 -10.549
O 2.5472 -0.0601 -3.0675 -2.778 0.167 8.049
C 0.4031 -1.5873 0.9576 -3.677 -8.398 4.906
O -0.0309 -2.5240 1.5413 2.882 5.970 -3.852
C -1.6425 1.5546 -1.6995 0.847 0.894 0.378
P -1.3504 0.0793 -0.5938 -2.885 0.091 -0.228
H -3.7265 -0.1061 -0.0214 0.652 0.059 -0.252
H -1.5650 2.3979 -0.9979 -0.163 -0.125 -0.173
C -1.7843 -1.3497 -1.7329 0.617 -0.747 0.132
H -2.5366 -0.8945 -2.4019 0.253 0.169 0.380
C -3.0361 1.5846 -2.3377 -0.193 -0.309 -0.058
H -3.8349 1.2824 -1.6578 0.058 0.080 -0.134
H -3.0889 0.9633 -3.2363 0.041 0.047 0.107
H -3.2609 2.6120 -2.6515 0.178 -0.083 0.111
C -0.5454 1.7242 -2.7395 -0.430 0.390 -0.654
H -0.6321 1.0144 -3.5626 0.034 0.009 0.004
C -2.7803 -0.7092 1.8024 -0.044 -0.534 0.486
H 0.4752 1.6460 -2.3535 0.469 0.015 0.425
H -0.6076 2.7275 -3.1774 0.017 -0.147 0.021
C -3.0274 1.6457 1.0276 0.105 0.671 -0.027
H -2.5274 -0.1582 2.7083 -0.202 0.010 -0.169
H -3.7376 -1.2142 2.0053 0.235 0.273 -0.214
H -2.0401 -1.4969 1.7129 -0.225 -0.197 -0.035
C -2.8573 0.2098 0.5834 0.086 -0.205 0.501
H -3.6582 1.7303 1.9121 -0.131 -0.222 -0.066
H -3.4388 2.3065 0.2721 -0.158 0.008 -0.100
H -2.0651 2.0628 1.3035 -0.207 0.094 0.354
C -2.4409 -2.5198 -0.9961 -0.122 0.192 0.100
H -1.7986 -2.9562 -0.2214 -0.162 -0.089 -0.293
H -2.6943 -3.2980 -1.7270 0.156 0.080 0.107
H -3.3837 -2.2104 -0.5339 0.192 -0.164 -0.047
C -0.5764 -1.7528 -2.5773 -0.079 0.030 -0.511
H -0.1357 -0.9183 -3.1256 -0.148 0.033 -0.032
H -0.8968 -2.4664 -3.3476 0.186 -0.022 0.190
H 0.2270 -2.2356 -2.0128 0.035 -0.323 0.320
H -0.7287 0.6255 2.8123 0.805 -0.483 1.601
H -0.4501 0.4035 3.5421 -0.404 0.543 -1.619
C 6.5547 -0.4542 1.5965 0.976 -0.076 -0.565
N 5.1286 -0.2647 1.8818 -0.694 0.110 -0.463
C 4.5979 -0.2277 3.1671 -0.995 0.119 -0.719
C 3.2453 -0.0627 3.0267 1.327 -0.169 -0.542
N 2.9497 0.0090 1.6415 -1.547 0.179 0.570
C 4.1368 -0.1083 1.0077 1.465 -0.252 0.586
H 7.1504 0.3550 2.0387 -0.354 -0.071 -0.070
H 6.9178 -1.4040 2.0145 -0.381 0.204 -0.069
H 6.7103 -0.4610 0.5081 -0.074 0.013 0.408
H 5.2496 -0.3196 4.0293 -0.241 0.010 0.007
H 2.5281 0.0056 3.7987 -0.761 0.079 0.445
H 4.2573 -0.0536 -0.0595 0.450 -0.063 -0.332

Entry 2:
52
Properties=species:S:1:pos:R:3:forces:R:3 method="wB97M-V/def2-TZVPD" mol_weight_g_mol=563.748 e_lumo_ev="-1.0 / -1.0" fmax_ha_per_bohr=0.086 multiplicity=1 e_homo_ha="-0.249 / -0.201"
Pb -0.1498 -1.6699 -1.1365 1.607 2.975 0.212
Si 0.2834 0.3666 1.9179 0.541 -0.024 -0.293
P 0.0170 2.3890 -0.9706 -0.236 -0.081 0.021
N 1.2029 -0.3169 0.6219 -0.906 -1.158 -1.073
H -0.5516 -3.0525 0.2076 0.038 -0.126 -3.832
C -0.0281 2.5882 -2.7868 0.031 -0.004 -0.346
H -0.1408 3.6535 -3.0421 0.043 -0.302 -0.144
H -0.8653 2.0091 -3.1961 0.154 0.219 0.084
H 0.9010 2.1905 -3.2165 -0.151 0.204 0.023
C -1.5345 3.2865 -0.5646 -0.118 -0.008 0.011
H -1.5761 4.2071 -1.1656 -0.174 -0.095 0.286
H -1.5516 3.5191 0.5076 0.006 0.082 -0.214
H -2.3881 2.6325 -0.7972 0.348 0.460 0.091
C 1.2344 3.7145 -0.5870 0.076 -0.112 0.027
H 0.9613 4.6334 -1.1306 0.201 -0.180 0.223
H 2.2360 3.3703 -0.8893 -0.281 0.227 0.126
H 1.2343 3.8963 0.4968 0.079 0.015 -0.309
C -1.5658 0.1474 1.7903 0.012 0.023 0.188
H -1.7770 -0.9063 1.5268 -0.083 0.529 0.243
H -1.9971 0.8530 1.0584 0.100 -0.445 0.288
H -1.9657 0.3674 2.8065 0.099 -0.187 -0.664
H 0.6461 -0.3138 3.2071 0.075 0.344 -0.034
H 0.5125 1.8519 1.9869 0.097 -0.243 0.277
C 2.5848 -0.2215 0.4809 -1.533 0.238 0.454
C 4.5708 -0.5339 -0.8348 0.160 0.136 0.104
C 3.1915 -0.6163 -0.7233 0.203 0.095 0.170
C 3.3680 0.3011 1.5440 0.086 -0.159 -0.267
C 4.7437 0.3660 1.3912 0.183 -0.007 -0.364
C 5.3709 -0.0362 0.2071 -1.228 -0.362 -0.098
H 5.0180 -0.8575 -1.7645 0.205 0.024 -0.045
H 2.5473 -0.9697 -1.5569 0.661 0.242 0.631
H 2.9002 0.6464 2.4833 0.249 -0.307 -0.652
H 5.3492 0.7409 2.2023 0.071 0.083 0.130
H 6.4321 -0.0009 0.1009 0.500 0.075 -0.030
C -3.2898 -0.2247 -1.9008 3.514 0.109 2.690
O -2.6137 0.8242 -1.8982 -2.135 -2.380 -1.363
C -3.2335 -1.3547 -2.9263 -0.342 -0.006 -0.505
H -4.0450 -2.0906 -2.7078 0.098 0.989 -0.826
H -2.3633 -2.0547 -2.8336 -0.216 1.143 0.243
H -3.1873 -0.8963 -3.9252 -0.342 -0.628 0.086
C -3.8572 -0.7068 -0.5630 -0.193 -0.617 -0.056
H -4.7667 -0.1602 -0.3766 -0.576 0.004 0.294
H -3.2333 -0.6763 0.3437 0.091 0.963 -0.892
H -4.0327 -1.7809 -0.6158 -0.683 -0.012 -0.284
S 0.4406 -3.7562 3.4048 -0.655 -0.751 1.126
C -1.1977 -4.2024 2.9138 -0.662 -0.041 -0.078
C -1.5100 -3.7959 1.6721 2.267 0.301 1.284
N -0.3705 -3.1907 1.1037 -2.116 -1.278 3.403
C 0.7303 -3.0619 1.8985 1.065 0.316 -0.795
H -1.8793 -4.7357 3.5524 0.134 0.049 0.299
H -2.4232 -3.8297 1.1121 -0.172 -0.204 -0.060
H 1.6185 -2.5421 1.5711 -0.194 -0.124 0.212

Entry 3:
56
Properties=species:S:1:pos:R:3:forces:R:3 method="wB97M-V/def2-TZVPD" mol_weight_g_mol=622.637 e_lumo_ev="-10.3 / -12.1" charge=+3 fmax_ha_per_bohr=0.012 multiplicity=5 e_homo_ha="-0.670 / -0.667" s2=6.023
Os 0.6040 -0.2971 -1.1832 0.164 0.591 -0.025
C 5.2370 -1.0378 -0.8151 0.053 -0.020 0.021
N 4.4297 -0.7737 0.3945 0.280 -0.054 -0.008
C 5.1450 -0.9441 1.6741 0.036 -0.038 -0.044
C 3.1720 -0.4975 0.3248 -0.274 -0.004 -0.188
O 2.5694 -0.4310 -0.8172 0.184 0.058 0.045
C 2.3334 -0.2863 1.5662 -0.065 -0.024 0.014
O 1.0107 0.1229 1.1853 -0.001 -0.160 -0.130
C 0.6073 1.4331 1.5940 -0.058 -0.065 -0.016
C 0.5133 2.3369 0.3759 0.030 0.066 0.019
O 0.6239 1.7838 -0.7726 -0.143 -0.185 0.046
N 0.3247 3.6137 0.5113 0.005 0.135 -0.024
C 0.1575 4.2831 1.8140 0.024 0.046 -0.046
C 0.2642 4.5131 -0.6563 -0.013 0.032 0.023
H 6.1174 -0.3995 -0.7844 -0.013 0.020 0.028
H 5.5538 -2.0798 -0.8061 -0.022 -0.009 0.046
H 4.6647 -0.8315 -1.7103 -0.046 0.008 0.015
H 6.1464 -0.5375 1.5627 -0.005 0.030 -0.021
H 4.6519 -0.4291 2.4918 -0.034 0.026 -0.017
H 5.2218 -2.0055 1.9073 -0.013 -0.024 -0.035
H 2.2553 -1.2218 2.1207 -0.029 -0.042 0.038
H 2.7876 0.4615 2.2121 0.000 0.033 0.052
H -0.3687 1.3504 2.0723 -0.040 -0.028 0.030
H 1.3126 1.8332 2.3185 0.013 0.006 0.049
H 0.0950 3.5785 2.6359 -0.017 -0.035 -0.014
H 0.9923 4.9618 1.9821 0.025 -0.018 -0.032
H -0.7622 4.8647 1.7884 -0.014 -0.011 -0.031
H 0.5778 3.9952 -1.5544 0.007 -0.038 0.013
H -0.7523 4.8868 -0.7716 -0.014 -0.021 0.024
H 0.9273 5.3559 -0.4721 0.011 -0.004 0.023
C -3.5618 -3.1102 0.9868 0.028 0.016 -0.068
C -2.2570 -3.6130 0.4089 -0.054 0.038 0.020
N -1.5460 -2.4853 -0.2255 0.129 0.007 0.074
C -2.1468 -1.3924 -0.6969 0.091 -0.028 -0.132
N -1.3501 -0.4189 -1.2860 0.168 0.018 0.148
C -2.0275 0.6046 -2.1145 -0.055 -0.143 0.034
C -3.2348 1.1160 -1.3585 0.019 0.024 0.031
C -4.1715 -0.0388 -1.0874 0.001 -0.045 0.019
N -3.4485 -1.2380 -0.6143 -0.297 0.166 0.028
C -4.2990 -2.3313 -0.0850 -0.019 -0.018 0.028
H -3.3853 -2.4816 1.8615 -0.003 0.005 -0.007
H -4.1712 -3.9545 1.3026 -0.006 -0.004 0.026
H -2.4373 -4.3813 -0.3438 0.031 -0.008 -0.035
H -1.6050 -4.0349 1.1698 0.024 0.028 0.026
H -0.6000 -2.6802 -0.5259 -0.050 -0.086 -0.079
H -2.3079 0.1532 -3.0705 -0.010 -0.037 -0.013
H -1.3213 1.4066 -2.3219 0.064 0.023 -0.014
H -3.7519 1.8736 -1.9459 -0.013 0.007 0.013
H -2.9123 1.5785 -0.4213 -0.014 0.007 -0.030
H -4.7230 -0.3133 -1.9878 -0.004 -0.049 -0.034
H -4.9017 0.2250 -0.3250 -0.006 -0.021 0.035
H -4.5943 -2.9783 -0.9132 0.015 0.016 -0.040
H -5.1997 -1.8688 0.3108 0.000 0.029 0.008
Se 0.9978 -1.2691 -3.4231 -0.076 -0.065 0.140
C 1.2413 -2.6071 -2.1815 -0.006 -0.342 0.029
N 1.3021 -3.3629 -1.3010 0.016 0.189 -0.059

Entry 4:
55
Properties=species:S:1:pos:R:3:forces:R:3 method="wB97M-V/def2-TZVPD" mol_weight_g_mol=411.542 e_lumo_ev=0.5 fmax_ha_per_bohr=0.017 multiplicity=1 smiles="C=CC[C@@H]1OS(=O)(=O)O[C@@]1(S)CCC(N)=O.C1CCOC1.C1CCOC1" e_homo_ha=-0.353
C -1.4563 3.5116 2.1734 0.576 -0.035 -0.186
C -0.2072 3.2476 1.7961 -0.247 0.217 0.192
C 0.1834 2.7957 0.4148 -0.203 0.534 0.241
C -0.0890 1.3029 0.1126 -0.328 0.525 -0.127
O -1.0316 0.7095 1.0369 0.025 -0.083 0.021
S -0.3440 -0.1910 2.1397 -0.245 -0.197 0.280
O -0.9889 -1.4612 2.1345 0.107 0.210 -0.048
O -0.1858 0.4808 3.3801 0.096 0.081 -0.192
O 1.0753 -0.2566 1.4238 0.098 -0.366 -0.150
C 1.0916 0.2975 0.0873 0.446 -0.029 0.080
S 2.7694 1.0458 -0.0749 0.046 0.076 -0.251
C 0.9579 -0.7616 -1.0465 0.177 0.187 0.853
C 0.1851 -1.9971 -0.6252 -0.491 0.218 -0.282
C 0.0204 -2.9897 -1.7505 0.094 -0.124 0.087
N -0.9918 -4.0032 -1.5646 0.051 0.106 0.254
O 0.6978 -2.9729 -2.7351 0.134 0.035 -0.292
H -1.6891 3.6386 3.2228 -0.072 0.397 -0.096
H -2.2508 3.5873 1.4394 -0.160 -0.355 0.113
H 0.5935 3.3829 2.5171 -0.054 -0.498 0.114
H -0.3795 3.3771 -0.3144 -0.145 -0.015 -0.098
H 1.2273 3.0440 0.2508 0.065 -0.218 -0.137
H -0.6375 1.2818 -0.8266 0.241 -0.237 -0.138
H 3.1635 0.8223 1.1818 -0.178 0.029 0.119
H 1.9664 -1.0321 -1.3408 -0.086 -0.145 -0.248
H 0.4545 -0.2641 -1.8741 0.142 -0.083 -0.207
H 0.6624 -2.5186 0.2068 0.044 0.024 0.035
H -0.8185 -1.7221 -0.2983 0.004 -0.053 0.171
H -0.7580 -4.4815 -0.6940 -0.020 -0.151 -0.079
H -1.8591 -3.5221 -1.3325 -0.058 -0.060 -0.054
C 2.9423 -6.2618 1.9998 -0.023 -0.028 -0.082
C 4.2352 -5.7745 1.3489 0.015 0.041 0.082
C 3.7250 -4.6590 0.4466 -0.037 -0.055 -0.065
O 2.5804 -4.1061 1.1035 -0.099 0.041 -0.045
C 2.1782 -4.9571 2.1806 0.074 0.035 0.056
H 3.0951 -6.7920 2.9383 0.016 0.010 0.011
H 2.4055 -6.9239 1.3170 -0.007 0.001 0.005
H 4.9073 -5.3695 2.1085 0.004 0.005 -0.008
H 4.7693 -6.5476 0.7992 -0.017 -0.013 -0.012
H 3.4159 -5.0465 -0.5297 0.036 -0.011 -0.007
H 4.4589 -3.8686 0.2871 -0.030 0.037 0.010
H 2.4386 -4.4712 3.1266 -0.020 -0.031 0.020
H 1.0957 -5.0869 2.1479 -0.011 0.038 -0.017
C -3.8294 5.9982 -2.2459 -0.019 -0.024 -0.083
C -4.2629 4.5975 -1.8195 0.030 0.018 0.086
C -3.1785 3.7358 -2.4519 0.006 0.024 -0.075
O -1.9897 4.5303 -2.4682 -0.014 -0.046 0.062
C -2.3132 5.8898 -2.1615 0.023 -0.004 0.096
H -4.2294 6.7922 -1.6178 0.001 -0.008 0.022
H -4.1384 6.1891 -3.2758 0.006 0.007 -0.001
H -4.2301 4.5100 -0.7311 -0.001 -0.008 -0.002
H -5.2632 4.3256 -2.1518 -0.003 0.007 -0.020
H -3.4342 3.4669 -3.4821 -0.035 -0.026 0.015
H -2.9865 2.8175 -1.8934 0.035 -0.001 -0.001
H -1.9555 6.1161 -1.1510 -0.017 0.036 -0.004
H -1.7978 6.5440 -2.8647 0.030 -0.032 -0.017

One value per record, in order, for E: -1349.8228 -2033.4840 -3672.4173 -2004.7768 Eh.